# C2H4P2

C2H4P2 as an isolated structure (ωB97M-V with the def2-TZVPD basis set, the Open Molecules 2025 dataset).

Geometry as ORCA input:
```
! RIJCOSX wB97M-V def2-TZVPD def2/J DEFGRID3
* xyz 0 1
C -0.51503 1.19445 0.41142
C 0.62964 -0.64733 -0.60768
P 0.91458 1.33881 -0.57588
P -1.06734 -0.44498 0.12358
H -0.98610 2.05096 0.81511
H 0.71741 -1.03141 -1.70662
H 1.22779 -1.35710 0.03618
H -0.92094 -1.10340 1.50388
*
```

Values from the calculation:
total energy	-20713.9873	eV
LUMO energy	-0.1	eV
HOMO energy	-8.550	eV
frontier orbital gap	8.4	eV
energy relative to the best compared isomer or geometry (same formula, charge and spin)	0.813	eV

=====

# C2H4S

A 2-piece molecular cluster, C2H4S overall (ωB97M-V with the def2-TZVPD basis set, the Open Molecules 2025 dataset).

Geometry as ORCA input:
```
! RIJCOSX wB97M-V def2-TZVPD def2/J DEFGRID3
* xyz 0 1
C -2.31681 -0.18538 -0.02704
C 1.78820 -0.02585 -0.15788
S 0.37342 -0.66422 0.29246
H -2.19723 -0.24732 1.03936
H -2.16213 0.83198 -0.47016
H 2.76986 -0.54441 -0.03195
H 1.74468 0.83520 -0.64478
*
```

Values from the calculation:
total energy	-12968.1261	eV
LUMO energy (spin up / spin down)	-0.8 / -0.9	eV
HOMO energy (spin up / spin down)	-8.704 / -8.745	eV
frontier orbital gap (spin up / spin down)	7.9 / 7.9	eV
energy relative to the best compared isomer or geometry (same formula, charge and spin)	5.205	eV